Entry 1:
{"formula": "C2H6I2N3", "method": "wB97M-V/def2-TZVPD", "total_charge": 1, "homo_lumo_gap_ev": 8.187, "smiles": "CN(I)/C(N)=[NH+]\\I", "symbols": ["C", "N", "I", "C", "N", "N", "I", "H", "H", "H", "H", "H", "H"], "xyz": [[0.3324, 0.5049, 1.6686], [0.4929, 0.7362, 0.2253], [2.4913, 1.1682, -0.2117], [-0.2112, -0.1482, -0.6936], [0.6040, -1.0361, -1.3145], [-1.5056, -0.1540, -0.8883], [-3.0154, 1.1313, -0.1973], [-0.8419, 0.4954, 1.9027], [0.6253, -0.5698, 1.8221], [0.9433, 1.1827, 2.2811], [1.4453, -1.0732, -0.7672], [0.4607, -1.4557, -2.1878], [-1.8212, -0.7818, -1.6393]], "forces_ev_per_angstrom": [[-2.72, -2.12, 0.21], [-1.02, -0.43, -1.58], [-0.52, -0.01, 0.05], [2.54, 0.48, 1.06], [-1.07, 2.01, 2.18], [-0.98, 0.48, -0.35], [1.06, -0.55, -0.32], [2.63, 0.52, -0.19], [0.06, 1.00, 0.54], [-0.61, -0.15, -0.38], [0.75, -0.74, -0.86], [-0.15, -0.76, -1.10], [0.03, 0.27, 0.74]], "lowdin_charge": [-0.198, -0.540, 1.010, -0.537, 0.164, -0.337, 0.953, 0.088, 0.092, 0.066, 0.022, 0.117, 0.098]}

=====

Entry 2:
{"formula": "C7H14N2S", "method": "wB97M-V/def2-TZVPD", "total_charge": 0, "homo_lumo_gap_ev": 9.410, "smiles": "CCc1c[nH]cn1.CCS", "symbols": ["C", "C", "C", "C", "N", "C", "N", "H", "H", "H", "H", "H", "H", "H", "H", "C", "C", "S", "H", "H", "H", "H", "H", "H"], "xyz": [[-0.8523, -1.4805, 1.3900], [-0.8905, -0.4612, 0.2543], [-1.5210, -1.0071, -0.9878], [-0.9447, -1.2877, -2.1939], [-1.9460, -1.7644, -2.9984], [-3.0791, -1.7653, -2.2602], [-2.8615, -1.3197, -1.0500], [-1.8540, -1.8390, 1.6262], [-0.4150, -1.0378, 2.2743], [-0.3198, -2.3751, 1.0633], [-1.4806, 0.4110, 0.5476], [0.1056, -0.1129, -0.0087], [0.0652, -1.1497, -2.5398], [-1.8469, -2.0586, -3.9527], [-4.0477, -2.0955, -2.5881], [3.2016, 2.0338, 2.0638], [2.2564, 1.8964, 0.8977], [1.2634, 3.4187, 0.6681], [2.6713, 2.4061, 2.9474], [3.9905, 2.7565, 1.8638], [3.6006, 1.0757, 2.3948], [2.7468, 1.6885, -0.0518], [1.5366, 1.0939, 1.0493], [0.6209, 2.9739, -0.4091]], "forces_ev_per_angstrom": [[-0.28, -0.20, -0.50], [-0.51, -0.04, -0.31], [-0.10, -0.17, -0.24], [0.36, 0.27, 0.22], [-0.09, -0.14, -0.27], [-0.10, 0.11, 0.58], [0.03, 0.04, 0.16], [-0.11, 0.25, 0.05], [0.22, -0.11, 0.28], [0.33, 0.10, 0.19], [0.13, 0.04, 0.13], [0.16, 0.01, 0.10], [-0.01, -0.08, -0.06], [-0.04, -0.01, -0.01], [0.02, -0.09, -0.36], [-0.23, 0.29, 0.65], [-0.61, -0.15, -0.43], [0.28, 0.04, 0.23], [-0.11, 0.07, -0.15], [0.18, -0.17, -0.07], [0.26, -0.03, -0.36], [0.30, 0.02, 0.13], [0.12, -0.07, 0.23], [-0.16, 0.00, -0.19]], "lowdin_charge": [-0.098, -0.212, -0.325, -0.070, 0.043, -0.205, 0.101, 0.071, 0.062, 0.075, 0.114, 0.082, 0.112, 0.144, 0.113, -0.188, -0.625, 0.670, 0.067, 0.070, 0.072, 0.064, 0.031, -0.167]}

=====

Entry 3:
{"formula": "C38H49CrGe2N2O3S", "method": "wB97M-V/def2-TZVPD", "total_charge": 2, "homo_lumo_gap_ev": [6.601, 6.979], "spin_multiplicity": 4, "symbols": ["Cr", "C", "C", "Ge", "C", "C", "C", "C", "Ge", "C", "C", "C", "C", "C", "C", "C", "C", "C", "C", "H", "H", "H", "H", "H", "H", "H", "H", "H", "H", "H", "H", "H", "H", "H", "H", "H", "H", "H", "H", "H", "H", "H", "H", "H", "H", "C", "C", "C", "C", "C", "C", "C", "S", "O", "O", "N", "C", "C", "C", "C", "C", "N", "H", "H", "H", "H", "H", "H", "H", "H", "H", "H", "H", "C", "C", "C", "C", "C", "C", "C", "O", "C", "C", "C", "H", "H", "H", "H", "H", "H", "H", "H", "H", "H", "H", "H"], "xyz": [[0.7162, 0.0438, -0.9353], [3.1636, 4.0438, 1.3638], [2.7265, 2.6070, 1.0470], [1.6738, 2.5010, -0.5787], [2.7751, 2.5686, -2.1893], [3.2827, 3.9887, -2.4746], [0.3221, 3.9530, -0.6206], [-0.9965, 3.7267, -0.5998], [-1.0907, 1.8140, -0.4362], [-0.6430, 1.3916, -2.4521], [-1.9121, 1.9218, -3.1327], [-0.8683, 1.4498, 1.4603], [-2.1206, 1.9435, 2.1923], [-2.1332, 4.6678, -0.6122], [-3.4378, 4.1810, -0.6071], [-4.5225, 5.0448, -0.6198], [-4.3075, 6.4141, -0.6386], [-3.0094, 6.9144, -0.6460], [-1.9305, 6.0483, -0.6331], [3.7375, 4.0788, 2.2901], [2.3051, 4.7054, 1.4896], [3.7929, 4.4629, 0.5793], [2.1378, 2.2029, 1.8732], [3.5907, 1.9509, 0.9286], [2.2091, 2.1978, -3.0460], [3.6063, 1.8750, -2.0451], [2.4606, 4.6953, -2.5961], [3.8651, 4.0094, -3.3961], [3.9257, 4.3600, -1.6776], [0.7137, 4.9707, -0.6458], [-0.4456, 0.3722, -2.7938], [0.1982, 2.0358, -2.6775], [-2.7880, 1.3087, -2.9530], [-1.7167, 1.9069, -4.2068], [-2.1236, 2.9503, -2.8483], [0.0173, 2.0139, 1.7486], [-0.6751, 0.3909, 1.6409], [-2.3136, 2.9994, 2.0004], [-1.9699, 1.8289, 3.2666], [-3.0099, 1.3784, 1.9197], [-3.6196, 3.1092, -0.5971], [-5.5298, 4.6508, -0.6165], [-5.1489, 7.0939, -0.6480], [-2.8418, 7.9829, -0.6620], [-0.9253, 6.4517, -0.6370], [-5.6716, -4.0856, 3.0051], [-4.8689, -3.2857, 2.0183], [-5.2009, -3.2918, 0.6656], [-4.4928, -2.5333, -0.2523], [-3.4303, -1.7617, 0.2061], [-3.0688, -1.7381, 1.5515], [-3.7921, -2.5020, 2.4445], [-2.5589, -0.8059, -0.9481], [-3.0600, -1.0838, -2.2575], [-2.6859, 0.6151, -0.4732], [-0.9834, -1.0908, -0.8101], [-0.4310, -2.2225, -1.4638], [-0.9610, -3.4964, -1.5853], [-0.1808, -4.4424, -2.2222], [1.0878, -4.1113, -2.6975], [1.5349, -2.8214, -2.5273], [0.7754, -1.8882, -1.9367], [-5.9885, -5.0369, 2.5800], [-6.5735, -3.5365, 3.2834], [-5.1075, -4.2803, 3.9154], [-6.0329, -3.8953, 0.3247], [-4.7566, -2.5334, -1.3006], [-2.2411, -1.1300, 1.8935], [-3.5268, -2.4918, 3.4944], [-1.9407, -3.7388, -1.1970], [-0.5586, -5.4492, -2.3451], [1.7080, -4.8402, -3.1984], [2.5048, -2.5016, -2.8877], [3.5990, -5.9433, 2.6043], [3.6111, -4.5872, 1.9686], [2.6145, -3.6525, 2.2649], [2.5729, -2.4154, 1.6635], [1.5348, -1.4326, 2.1356], [3.5782, -2.1040, 0.7063], [3.5264, -0.9670, -0.1338], [2.5177, -0.2825, -0.4238], [4.6635, -3.0015, 0.4725], [5.8121, -2.7031, -0.4623], [4.6359, -4.2329, 1.0951], [2.8524, -6.0165, 3.3918], [4.5765, -6.1837, 3.0232], [3.3784, -6.7023, 1.8506], [1.8742, -3.8986, 3.0176], [1.3047, -1.6282, 3.1830], [0.5972, -1.5481, 1.5840], [1.8623, -0.3969, 2.0534], [4.4407, -0.6670, -0.6483], [6.1433, -1.6676, -0.4328], [5.5531, -2.9466, -1.4948], [6.6682, -3.3178, -0.1935], [5.4446, -4.9319, 0.9172]], "forces_ev_per_angstrom": [[-0.83, -0.53, -0.71], [0.00, -0.02, 0.08], [0.15, 0.10, 0.29], [0.10, 0.33, 0.06], [0.12, 0.07, -0.20], [0.02, -0.02, -0.07], [-0.11, -0.01, 0.00], [-0.28, 0.44, -0.05], [-0.64, 0.03, -0.37], [0.04, -0.07, 0.38], [0.14, -0.06, -0.22], [0.21, -0.29, 0.22], [0.10, -0.03, 0.15], [0.24, -0.06, -0.01], [-0.08, -0.09, 0.02], [0.04, 0.01, 0.00], [0.01, 0.02, 0.00], [0.00, -0.05, 0.00], [0.02, 0.09, 0.00], [-0.01, -0.02, 0.00], [0.00, -0.02, 0.00], [0.00, -0.02, -0.01], [0.06, 0.01, 0.05], [0.03, 0.02, 0.00], [0.04, 0.01, -0.04], [0.03, 0.03, 0.01], [-0.01, -0.02, 0.00], [0.00, -0.01, 0.01], [0.00, -0.02, 0.02], [-0.02, -0.03, 0.02], [-0.06, -0.01, -0.19], [-0.06, 0.09, -0.19], [-0.02, -0.06, 0.04], [-0.05, 0.03, -0.01], [0.01, 0.03, 0.00], [-0.06, 0.01, 0.18], [0.00, 0.04, 0.08], [0.02, 0.01, -0.03], [-0.03, 0.03, 0.01], [0.00, -0.02, -0.05], [0.01, -0.01, 0.01], [0.01, 0.00, 0.00], [0.01, 0.00, 0.00], [0.00, -0.01, 0.00], [-0.02, -0.01, 0.00], [0.03, 0.03, -0.04], [-0.03, -0.04, 0.08], [-0.02, 0.00, -0.05], [0.02, 0.00, 0.13], [-0.07, -0.11, 0.14], [-0.07, -0.03, -0.08], [0.00, 0.00, 0.04], [0.08, -0.03, -0.20], [0.09, 0.14, 0.10], [0.04, 0.19, -0.22], [-0.01, -0.36, 0.18], [-0.09, 0.38, 0.11], [-0.05, -0.03, -0.01], [0.05, -0.08, -0.04], [-0.07, -0.02, 0.00], [-0.02, 0.13, -0.01], [0.01, -0.11, 0.18], [0.01, 0.01, -0.01], [0.01, 0.00, 0.00], [0.00, 0.00, -0.01], [0.01, 0.01, 0.00], [0.00, 0.01, 0.00], [0.00, -0.01, -0.01], [0.00, 0.00, -0.01], [0.02, 0.02, 0.00], [0.01, 0.01, -0.01], [-0.01, 0.00, 0.01], [0.00, 0.01, 0.03], [0.03, 0.03, -0.01], [-0.06, -0.07, 0.08], [0.04, -0.07, 0.05], [0.11, -0.02, -0.03], [-0.04, 0.03, -0.07], [0.06, -0.13, 0.08], [-0.08, 0.43, -0.45], [0.88, -0.24, 0.71], [-0.02, 0.06, 0.00], [-0.06, -0.03, 0.03], [0.03, 0.03, 0.04], [0.00, 0.01, 0.00], [-0.01, 0.00, 0.00], [0.00, 0.00, 0.01], [0.01, -0.01, -0.02], [0.00, 0.01, -0.03], [-0.03, 0.00, -0.11], [0.03, -0.01, -0.04], [0.04, -0.09, -0.02], [0.01, 0.01, 0.04], [-0.01, 0.03, -0.01], [-0.02, -0.04, 0.00], [-0.02, -0.01, -0.01]], "lowdin_charge": [0.635, -0.141, -0.350, 0.910, -0.342, -0.140, -0.171, -0.304, 0.870, -0.276, -0.093, -0.304, -0.113, -0.243, -0.056, -0.055, -0.055, -0.052, -0.019, 0.081, 0.070, 0.061, 0.050, 0.064, 0.059, 0.065, 0.070, 0.082, 0.061, 0.080, 0.067, 0.030, 0.065, 0.105, 0.074, 0.053, 0.039, 0.078, 0.091, 0.068, 0.099, 0.114, 0.115, 0.115, 0.112, -0.027, -0.235, -0.005, -0.032, -0.303, -0.041, -0.010, 0.702, -0.227, -0.365, -0.216, -0.357, 0.026, -0.009, -0.027, -0.083, 0.041, 0.090, 0.100, 0.085, 0.130, 0.124, 0.101, 0.125, 0.121, 0.128, 0.120, 0.128, -0.019, -0.210, 0.016, -0.164, -0.016, -0.100, -0.107, -0.184, -0.170, -0.023, 0.015, 0.085, 0.098, 0.100, 0.130, 0.101, 0.069, 0.078, 0.138, 0.082, 0.099, 0.093, 0.135]}

=====

Entry 4:
{"formula": "C40H54N3OSi", "method": "wB97M-V/def2-TZVPD", "total_charge": 1, "homo_lumo_gap_ev": 5.955, "symbols": ["C", "N", "C", "C", "N", "C", "C", "C", "C", "C", "C", "C", "C", "H", "H", "H", "H", "H", "H", "H", "H", "H", "H", "H", "H", "H", "H", "H", "H", "H", "H", "H", "H", "C", "Si", "C", "C", "O", "C", "C", "C", "C", "C", "C", "C", "C", "C", "C", "C", "C", "C", "C", "C", "C", "C", "N", "C", "C", "C", "C", "C", "C", "C", "C", "C", "H", "H", "H", "H", "H", "H", "H", "H", "H", "H", "H", "H", "H", "H", "H", "H", "H", "H", "H", "H", "H", "H", "H", "H", "H", "H", "H", "H", "H", "H", "H", "H", "H", "H"], "xyz": [[-5.3620, -7.0956, -1.2089], [-4.6899, -5.8487, -1.4783], [-3.5863, -5.5944, -0.5928], [-3.0920, -4.1693, -0.7956], [-2.7035, -4.0020, -2.1840], [-1.8926, -2.9056, -2.4894], [-1.7814, -1.7818, -1.7098], [-1.5308, -0.4596, -2.3508], [-0.4170, -0.5507, -3.3978], [-0.6818, -1.6731, -4.4044], [-1.0675, -3.0124, -3.7601], [-3.7606, -4.3079, -3.1458], [-4.3933, -5.6616, -2.8775], [-6.3002, -7.1327, -1.7737], [-4.7585, -7.9774, -1.4897], [-5.5849, -7.1582, -0.1386], [-3.9423, -5.7200, 0.4400], [-2.7394, -6.2983, -0.7460], [-3.9079, -3.4726, -0.5155], [-2.2255, -3.9935, -0.1405], [-2.2173, -1.7687, -0.7063], [-2.4425, -0.1038, -2.8715], [-1.3057, 0.2875, -1.5843], [-0.3219, 0.4079, -3.9282], [0.5443, -0.7273, -2.9021], [-1.4845, -1.3568, -5.0842], [0.2125, -1.8201, -5.0242], [-0.1318, -3.5448, -3.4965], [-1.5724, -3.6494, -4.4987], [-4.5596, -3.5427, -3.0892], [-3.3444, -4.3035, -4.1589], [-3.7273, -6.4597, -3.2653], [-5.3482, -5.7249, -3.4191], [1.1024, 6.9884, -0.2558], [1.7862, 6.2149, 1.2857], [3.2824, 7.1159, 1.9250], [0.4984, 6.0775, 2.6228], [2.3356, 4.6840, 0.8524], [1.8446, 3.3767, 1.0865], [2.1751, 2.9383, 2.5364], [3.1725, 3.5987, 3.2553], [3.4384, 3.2334, 4.5784], [2.7640, 2.1567, 5.1553], [1.8273, 1.4403, 4.4081], [1.5281, 1.8370, 3.0999], [0.3715, 3.3072, 0.6576], [-0.6726, 3.1068, 1.5595], [-1.9775, 2.9549, 1.0731], [-2.2441, 3.1400, -0.2827], [-1.2129, 3.4927, -1.1560], [0.0968, 3.5962, -0.6828], [2.6817, 2.4455, 0.1334], [4.1848, 2.4064, 0.4743], [4.4496, 1.0816, 1.1859], [3.2581, 0.1709, 0.8612], [2.2583, 1.0460, 0.2549], [1.1474, 0.5416, -0.2816], [0.5618, -0.6768, 0.1587], [0.6275, -1.8650, -0.5427], [0.3949, -3.1671, 0.0393], [0.7676, -4.3268, -0.6856], [0.4627, -5.5924, -0.2037], [-0.2068, -5.7348, 1.0226], [-0.5661, -4.5970, 1.7574], [-0.2557, -3.3210, 1.2878], [0.6746, 7.9726, -0.0149], [1.8979, 7.1297, -1.0005], [0.3155, 6.3715, -0.7088], [3.0084, 8.1537, 2.1598], [3.6741, 6.6529, 2.8391], [4.0832, 7.1296, 1.1747], [0.3595, 7.0754, 3.0632], [-0.4658, 5.7371, 2.2264], [0.8076, 5.3908, 3.4213], [3.7324, 4.4175, 2.7937], [4.1813, 3.8029, 5.1404], [2.9737, 1.8705, 6.1865], [1.3086, 0.5770, 4.8278], [0.7628, 1.3089, 2.5275], [-0.4785, 3.0770, 2.6340], [-2.7732, 2.6997, 1.7710], [-3.2604, 3.0277, -0.6634], [-1.4092, 3.6981, -2.2107], [0.9080, 3.9087, -1.3489], [2.5478, 2.7911, -0.9079], [4.7014, 2.3996, -0.4940], [4.5185, 3.2884, 1.0272], [5.3788, 0.6172, 0.8439], [4.5174, 1.2144, 2.2718], [3.5479, -0.6296, 0.1589], [2.8539, -0.3236, 1.7583], [0.6541, 1.1332, -1.0608], [-0.0047, -0.6323, 1.0988], [1.1736, -1.8601, -1.4947], [1.3074, -4.2027, -1.6295], [0.7624, -6.4715, -0.7751], [-0.4174, -6.7318, 1.4133], [-1.0836, -4.7065, 2.7131], [-0.5240, -2.4360, 1.8658]], "forces_ev_per_angstrom": [[-0.09, -0.14, -0.04], [-0.48, 0.23, 0.17], [0.26, 0.07, 0.12], [-0.18, -0.06, 0.15], [1.09, -0.52, 0.32], [-0.19, 1.30, 0.29], [-1.24, -1.40, -0.55], [0.66, 0.31, -0.47], [-0.01, 0.32, -0.03], [-0.14, 0.09, -0.19], [0.01, -0.03, -0.14], [-0.23, 0.27, 0.04], [0.15, -0.34, -0.10], [0.12, -0.05, 0.14], [-0.03, 0.05, 0.04], [-0.05, -0.04, -0.19], [0.13, 0.06, -0.21], [-0.14, 0.11, -0.01], [0.20, -0.09, -0.03], [-0.33, 0.01, -0.40], [-0.16, -0.05, -0.41], [0.24, -0.14, 0.36], [0.04, 0.10, -0.06], [0.01, -0.21, 0.04], [-0.07, 0.06, -0.09], [0.10, -0.02, 0.15], [-0.23, 0.03, 0.03], [-0.45, 0.02, 0.08], [0.26, 0.19, 0.17], [0.25, -0.04, -0.01], [-0.22, 0.04, 0.23], [-0.06, 0.06, 0.09], [0.31, 0.00, -0.04], [-0.01, 0.24, -0.12], [-0.07, -0.35, 0.12], [0.06, 0.10, -0.07], [-0.16, 0.10, 0.07], [0.36, -0.76, -0.26], [0.24, 0.32, 0.38], [-0.42, 0.07, -0.59], [-0.10, 0.10, 0.32], [0.00, -0.03, -0.31], [0.00, -0.05, 0.01], [-0.01, 0.06, -0.29], [0.22, -0.05, 0.46], [0.37, 0.51, 0.51], [-0.31, -0.29, -0.36], [0.21, 0.19, 0.02], [-0.04, -0.13, -0.02], [0.31, 0.18, -0.03], [-0.49, -0.27, -0.07], [0.54, 0.69, -0.31], [0.00, 0.00, -0.92], [0.00, -0.20, 0.56], [0.59, -0.66, 1.02], [-2.28, -1.16, -1.53], [1.59, 2.05, 0.20], [-0.35, -2.64, -0.55], [1.24, 2.01, 0.90], [-0.80, -1.34, 0.43], [-0.21, 0.71, 0.29], [-0.07, -0.06, 0.42], [0.21, 0.27, -0.26], [0.19, 0.04, 0.04], [0.31, -0.31, -0.62], [0.08, -0.19, -0.16], [-0.19, 0.02, 0.13], [0.13, 0.15, 0.15], [0.14, -0.18, -0.04], [-0.10, 0.14, -0.14], [-0.12, 0.05, 0.15], [-0.06, -0.23, -0.02], [0.15, 0.12, 0.11], [-0.04, 0.16, -0.11], [-0.36, -0.29, 0.22], [-0.22, -0.28, -0.10], [-0.06, 0.07, -0.29], [0.18, 0.28, 0.01], [0.30, 0.07, 0.29], [-0.13, -0.14, -0.47], [0.08, 0.19, -0.20], [0.29, 0.03, 0.13], [-0.07, -0.06, 0.35], [-0.39, -0.18, 0.19], [-0.10, -0.21, 0.55], [0.11, 0.12, 0.28], [-0.18, -0.23, -0.15], [-0.14, 0.13, 0.12], [0.00, 0.04, -0.23], [-0.40, 0.41, 0.07], [0.10, 0.23, -0.31], [0.23, 0.16, 0.32], [0.64, 0.05, -0.08], [-0.31, -0.07, 0.38], [-0.26, -0.10, 0.27], [-0.12, 0.22, 0.19], [-0.02, 0.32, -0.14], [0.18, 0.01, -0.30], [-0.03, -0.34, -0.08]], "lowdin_charge": [-0.096, -0.242, -0.193, -0.155, -0.092, -0.226, -0.077, -0.196, -0.204, -0.175, -0.113, -0.137, -0.188, 0.088, 0.089, 0.086, 0.125, 0.125, 0.136, 0.091, 0.110, 0.128, 0.077, 0.114, 0.080, 0.119, 0.114, 0.114, 0.104, 0.135, 0.112, 0.129, 0.128, -0.146, 0.420, -0.151, -0.135, -0.163, -0.339, -0.151, -0.038, -0.051, -0.070, -0.056, -0.064, -0.175, -0.044, -0.050, -0.072, -0.066, -0.063, -0.154, -0.091, -0.122, -0.097, 0.017, 0.020, -0.063, -0.042, -0.232, -0.026, -0.061, -0.070, -0.078, -0.038, 0.045, 0.044, 0.025, 0.044, 0.028, 0.043, 0.047, 0.034, 0.039, 0.105, 0.115, 0.111, 0.111, 0.101, 0.118, 0.112, 0.113, 0.115, 0.128, 0.159, 0.127, 0.118, 0.120, 0.113, 0.142, 0.134, 0.136, 0.128, 0.122, 0.115, 0.114, 0.113, 0.114, 0.108]}